[1]
C33H66Br12N2O13 | ωB97M-V with the def2-TZVPD basis set

Results
net charge = 0
structure (SMILES) = COCCNCCOC.COCCNCCOC.O=C1OCCO1.O=C1OCCO1.O=C1OCCO1.BrCCBr.BrCCBr.BrCCBr.BrCCBr.BrCCBr.BrCCBr
frontier orbital gap = 9.00 eV

Positions of all 126 atoms, in Å:
C -0.45698 3.68264 1.49527
O -0.40676 2.36640 0.96126
C 0.07149 2.35369 -0.35171
C 0.38368 0.92621 -0.80798
N 1.46118 0.41083 0.04639
C 1.81679 -0.99493 -0.14828
C 0.63247 -1.90813 -0.37810
O 1.10320 -3.25290 -0.25433
C 0.08803 -4.19302 -0.54725
H 0.57808 3.97549 1.68871
H -1.00449 3.58047 2.43439
H -0.96851 4.42444 0.87867
H 0.99831 2.93284 -0.44805
H -0.62199 2.76285 -1.09805
H 0.75018 1.02460 -1.82979
H -0.50220 0.28706 -0.77143
H 1.25424 0.75924 0.97330
H 2.26813 -1.33949 0.78726
H 2.57924 -1.01916 -0.92485
H 0.19298 -1.81335 -1.37763
H -0.13159 -1.77948 0.39504
H -0.48005 -3.93113 -1.44781
H -0.60299 -4.21901 0.30423
H 0.55530 -5.15857 -0.71501
C -7.48441 1.65655 -2.33615
O -7.03681 0.33235 -2.19783
C -7.27830 -0.18503 -0.90785
C -6.63214 -1.53231 -0.72144
N -5.20295 -1.45409 -0.45659
C -4.55939 -2.78989 -0.51033
C -3.04555 -2.53535 -0.55460
O -2.57475 -1.78797 0.53436
C -2.65671 -2.45543 1.78013
H -8.55870 1.74304 -2.16057
H -7.27003 2.00234 -3.34591
H -6.93552 2.33688 -1.67608
H -8.33403 -0.18869 -0.62055
H -6.78567 0.48266 -0.18188
H -6.93150 -2.20946 -1.53704
H -7.15277 -1.96812 0.14053
H -4.83261 -0.94718 -1.26016
H -4.84497 -3.25765 -1.45947
H -4.86490 -3.40378 0.33417
H -2.85382 -1.96185 -1.46284
H -2.49625 -3.48200 -0.63184
H -3.70569 -2.53561 2.09109
H -2.15057 -1.82993 2.50755
H -2.25451 -3.47054 1.69720
Br 1.41917 6.83718 1.29379
C 3.29411 6.38592 1.09850
C 3.49881 5.31170 0.05803
Br 5.44139 5.33112 -0.34482
H 3.65788 5.99420 2.04707
H 3.87002 7.27885 0.88303
H 3.04260 5.57713 -0.89340
H 3.29914 4.27436 0.29609
Br 0.98658 0.06694 -7.23101
C 0.00459 1.40998 -6.17299
C 0.31018 1.25059 -4.70387
Br -0.63603 -0.29657 -3.97767
H -1.05842 1.38206 -6.38652
H 0.37934 2.37887 -6.50080
H 0.00437 2.09407 -4.08730
H 1.35581 1.06119 -4.47984
Br 3.01194 -6.37294 -2.21011
C 3.41441 -6.78529 -0.28747
C 4.75983 -6.18272 0.03162
Br 5.43723 -6.79936 1.77125
H 3.44215 -7.87312 -0.28226
H 2.60532 -6.48919 0.37579
H 4.60135 -5.11225 0.15450
H 5.51747 -6.33161 -0.72828
Br -3.45556 2.92483 -0.38313
C -4.19054 2.40113 1.36002
C -3.80498 0.94517 1.59568
Br -4.02238 0.54857 3.53801
H -5.26081 2.56811 1.40845
H -3.68020 3.02829 2.08456
H -2.78278 0.75812 1.28158
H -4.47335 0.21864 1.14259
Br 0.64729 -1.17246 3.04041
C -0.48071 0.38501 3.44363
C 0.28812 1.36480 4.31223
Br 0.66883 0.64869 6.06595
H -1.32871 -0.01475 3.99376
H -0.88162 0.89983 2.57299
H -0.20669 2.31230 4.51343
H 1.22075 1.63205 3.81815
Br 5.81662 -3.00267 -2.02323
C 4.57412 -3.10082 -3.56595
C 3.17407 -2.89008 -3.01585
Br 1.80977 -3.70269 -4.26769
H 4.68401 -4.11058 -3.94748
H 4.82024 -2.37321 -4.33027
H 2.97391 -1.82566 -2.95309
H 2.93058 -3.42657 -2.10768
C -2.37347 5.53491 -2.87981
C -1.78274 6.29896 -1.70351
O -0.39394 5.91776 -1.68443
C -0.13386 5.11270 -2.74003
O 0.91154 4.62566 -3.01999
O -1.23748 4.98559 -3.50073
H -2.88817 6.23449 -3.54132
H -3.10270 4.76216 -2.63298
H -2.17622 5.98923 -0.73602
H -1.86664 7.37695 -1.81655
C 4.18863 0.55560 2.87059
C 4.60722 1.04528 1.48980
O 4.59176 2.47943 1.66261
C 3.87652 2.78664 2.77393
O 3.48296 3.89494 3.04360
O 3.53839 1.70793 3.43349
H 5.05765 0.36185 3.50198
H 3.50765 -0.29052 2.91206
H 3.93782 0.69622 0.70742
H 5.63912 0.79686 1.25359
C 2.78411 -3.55802 4.58372
C 3.74942 -3.67338 3.38159
O 3.02760 -4.52870 2.50471
C 2.01508 -5.12574 3.13987
O 1.27585 -5.90234 2.60796
O 1.91813 -4.68135 4.38798
H 2.17837 -2.65358 4.63798
H 3.29627 -3.66864 5.53802
H 4.64202 -4.18907 3.73731
H 3.91465 -2.73550 2.85862

These are the Löwdin partial charges, in e, on atoms 1 to 5:
1. C -0.105
2. O -0.243
3. C -0.247
4. C -0.200
5. N -0.054

***

[2]
C4H7NO | ωB97M-V with the def2-TZVPD basis set

Results
energy above the lowest of the compared OMol25 structures with the same formula, charge and spin = 1.939 eV
net charge = 0
structure (SMILES) = C[C@H]1CN1C=O
frontier orbital gap = 10.87 eV

Positions of all 13 atoms, in Å:
C 1.50240 -0.95208 -0.17497
C 0.32054 -0.20942 0.36234
C 0.16550 1.28809 0.25090
C -2.03944 0.06209 -0.26775
H 2.36155 -0.90708 0.47922
H 1.28860 -2.03330 -0.35030
H 1.77129 -0.51359 -1.16350
H -0.10405 -0.59882 1.28628
H -0.25462 1.76626 1.10491
H 0.77112 1.80744 -0.49039
H -2.60718 0.91572 -0.80521
N -0.68244 0.31808 -0.46440
O -2.49326 -0.94338 0.23288

These are the Löwdin partial charges, in e, on atoms 1 to 5:
1. C -0.049
2. C -0.351
3. C -0.028
4. C -0.317
5. H 0.069

***

[3]
C28H26Br2ClN3O3Ti | ωB97M-V with the def2-TZVPD basis set

Results
energy above the lowest of the compared OMol25 structures with the same formula, charge and spin = 0.000 eV
net charge = +1
spin multiplicity = 2
⟨S²⟩ = 0.754
frontier orbital gap (alpha / beta) = 6.99 / 6.90 eV

Positions of all 64 atoms, in Å:
Ti 0.44589 0.51366 1.26028
Br -6.34632 1.37719 1.41716
C -4.49384 1.16180 1.55735
C -3.96252 0.20608 2.41032
C -2.58904 0.08504 2.47179
N -1.76038 0.85538 1.76428
C -2.27798 1.77686 0.93651
C -3.64623 1.95988 0.80261
C -1.30220 2.61645 0.17056
C -1.72228 3.43455 -0.86205
C -0.77856 4.25139 -1.47278
Br -1.30048 5.38568 -2.86516
C 0.53993 4.22171 -1.04408
C 0.88191 3.32598 -0.04817
N -0.01553 2.53340 0.54796
H -4.59635 -0.43340 3.00658
H -2.12862 -0.66768 3.09934
H -4.06064 2.70987 0.14908
H -2.74363 3.45203 -1.20529
H 1.29684 4.85033 -1.48863
H 1.90953 3.21178 0.27111
C 1.10429 -0.58128 4.01175
N 1.28201 0.73606 3.36547
C 0.55546 1.75898 4.14169
C 2.73771 1.08679 3.30641
C 3.31394 1.01388 1.91531
C 4.65897 1.34551 1.73962
C 5.22031 1.28289 0.47800
C 4.44161 0.89696 -0.61244
C 3.10344 0.59603 -0.43017
C 2.50629 0.64935 0.83919
H 1.57349 -0.58956 4.99975
H 1.55324 -1.35987 3.39618
H 0.04063 -0.79320 4.11873
H 0.95404 1.83427 5.15783
H -0.50095 1.49773 4.19890
H 0.64949 2.72708 3.64999
H 3.27969 0.41739 3.98028
H 2.85916 2.09323 3.71238
H 5.26811 1.64322 2.58602
H 6.26360 1.53333 0.33706
H 4.88314 0.83929 -1.59889
H 2.50891 0.31749 -1.29553
C 0.55280 -4.79031 -3.59178
C -0.66272 -3.96223 -3.89090
C -1.62574 -4.39321 -4.79859
C -2.74597 -3.62239 -5.05745
Cl -3.92712 -4.19787 -6.19199
C -2.94057 -2.39941 -4.43543
C -1.98618 -1.95844 -3.53425
C -0.87314 -2.73813 -3.26617
O 0.07404 -2.25457 -2.37206
C -0.12508 -2.62323 -1.03466
C -0.02862 -1.42258 -0.13057
O 0.20061 -1.58923 1.10957
O -0.19626 -0.24322 -0.56580
H 0.74124 -5.49815 -4.39675
H 0.42227 -5.36617 -2.67268
H 1.43402 -4.16275 -3.46584
H -1.50103 -5.33652 -5.31366
H -3.81504 -1.80727 -4.66331
H -2.08152 -1.00128 -3.03696
H 0.60426 -3.36427 -0.69458
H -1.12637 -3.04227 -0.87245

These are the Löwdin partial charges, in e, on atoms 1 to 5:
1. Ti 1.119
2. Br 0.852
3. C -0.660
4. C -0.067
5. C -0.082

***

[4]
C3H3N2P | ωB97M-V with the def2-TZVPD basis set

Results
energy above the lowest of the compared OMol25 structures with the same formula, charge and spin = 1.383 eV
net charge = 0
structure (SMILES) = C=PC#N.C#N
frontier orbital gap = 9.75 eV

Positions of all 9 atoms, in Å:
C -0.39940 0.57584 -0.41309
C 3.63509 -0.12185 0.50497
C -2.87644 -0.39619 -0.16524
N 0.26960 1.47826 -0.66579
N 4.01559 -1.07869 0.01432
P -1.36127 -0.83418 0.32241
H -3.15658 0.56875 -0.55364
H -3.75251 -1.01397 -0.00560
H 3.62592 0.82202 0.96165

These are the Löwdin partial charges, in e, on atoms 1 to 5:
1. C -0.515
2. C -0.096
3. C -0.373
4. N 0.052
5. N 0.052

***

[5]
C22H35Cl2K3MgN4O10P | ωB97M-V with the def2-TZVPD basis set

Results
net charge = +1
frontier orbital gap = 1.83 eV

Positions of all 78 atoms, in Å:
C 5.30499 2.82060 3.65475
C 5.43376 1.41057 4.23987
C 4.31557 1.07949 5.20312
O 3.07999 0.72907 4.57116
C 3.08392 -0.50491 3.92877
C 2.06710 -0.41231 2.77443
C 2.67084 -0.52971 1.46720
N 2.92128 -0.61224 0.36110
C 0.89528 -1.42184 2.91706
C 0.21337 -1.64990 1.65832
N -0.34839 -1.72542 0.67269
C -0.09635 -0.93840 3.99221
C -1.23101 -0.06215 3.45085
C -2.32275 0.11407 4.56006
C -3.73306 -0.06067 4.00272
N -4.30621 1.18913 3.52571
C -4.89878 1.32521 2.32274
C -5.31759 2.60594 2.19410
C -4.98484 3.26392 3.40572
C -4.35478 2.36564 4.20428
H 5.22785 3.53168 4.46760
H 6.20165 3.04127 3.09254
H 4.44842 2.89976 2.99758
H 6.36290 1.38117 4.79767
H 5.48881 0.71624 3.40597
H 4.10437 1.97450 5.77580
H 4.61967 0.33402 5.93601
H 4.06025 -0.81382 3.57034
H 2.74158 -1.30222 4.59777
H 1.62903 0.58110 2.82190
H 1.32740 -2.36745 3.23698
H 0.44808 -0.32708 4.70449
H -0.44992 -1.82342 4.52247
H -0.84405 0.91888 3.21510
H -1.73682 -0.49043 2.59456
H -2.15999 -0.66545 5.30557
H -2.17412 1.06706 5.04678
H -4.37327 -0.43403 4.80087
H -3.77874 -0.80669 3.21901
H -5.02147 0.57109 1.56768
H -5.84569 3.02782 1.35591
H -5.24147 4.31619 3.57920
H -3.92240 2.46868 5.21298
K 4.41824 -0.04313 -1.50028
C 0.66538 -2.30029 -3.60913
Cl 1.24064 -0.65980 -3.22102
Cl 1.42429 -2.98118 -5.02618
H 0.89701 -2.93998 -2.76589
H -0.40602 -2.25013 -3.76001
C 4.42045 4.37298 -2.99645
O 3.73756 3.59523 -3.70685
O 4.32277 5.73077 -3.38376
O 5.15079 4.14244 -2.02489
H 3.72358 5.63687 -4.13508
O -7.25268 -0.50281 0.92162
H -7.62315 -0.45568 1.81154
H -8.02079 -0.67288 0.36190
N 1.44700 -1.95536 -8.38483
C 2.09133 -1.28291 -9.38548
C 1.58075 -1.72290 -10.57749
C 0.59444 -2.70435 -10.27972
C 0.52810 -2.80942 -8.91841
H 1.63074 -1.86645 -7.40855
H 2.86091 -0.56407 -9.16576
H 1.89184 -1.39343 -11.55422
H 0.00827 -3.26931 -10.98413
H -0.07877 -3.43235 -8.28557
K -7.03575 2.53099 0.16597
O -10.61152 2.04503 1.90504
H -10.97786 2.10192 2.79376
H -11.38176 1.92539 1.33930
O 4.13270 -4.61178 -9.50186
P 3.58833 -5.25392 -8.23460
O 2.13274 -5.63055 -8.49381
O 3.66611 -4.28308 -7.05628
O 4.40054 -6.49822 -7.89885
K -1.90197 -2.99020 4.45578
Mg -4.76869 4.20762 5.57253

These are the Löwdin partial charges, in e, on atoms 1 to 5:
1. C -0.081
2. C -0.226
3. C -0.200
4. O -0.124
5. C -0.180